No. 1
Here is a cluster of 2 separate species, C8H9NO3 in total from the OMol25 dataset. Energies are from ωB97M-V with the def2-TZVPD basis set.

Summary:
- E_LUMO (alpha / beta) (eV) = -1.73 / -1.56
- multiplicity = 1
- HOMO energy (alpha / beta) (eV) = -9.253 / -8.254
- relative energy (zero: lowest compared OMol25 entry of this formula, charge and spin) (kcal per mole) = 98.2

```
21
Properties=species:S:1:pos:R:3:forces:R:3:lowdin_charge:R:1
C 2.372819 -0.738334 -0.817663 -0.5 -4.0 -1.2 -0.015
C 2.212716 1.223791 0.671558 -2.2 -2.2 -0.9 0.072
C 1.003307 -0.853210 -0.869880 2.5 2.1 0.3 -0.040
C 0.847005 1.138829 0.537254 1.8 1.7 0.4 0.011
C 3.035951 0.196495 -0.012388 2.4 2.3 0.2 -0.423
C -2.174682 0.736433 0.015813 1.7 -2.9 -0.7 -0.494
C 0.232115 0.220220 -0.332436 0.0 -2.5 1.2 -0.238
C -3.445185 -0.015260 -0.198611 -1.3 -0.3 -0.6 0.006
N -1.070579 0.024475 -0.497836 -2.7 -0.5 -2.1 0.122
O 4.293254 0.247945 0.057890 -1.6 -0.3 0.2 0.039
O -1.950162 1.751246 0.552406 -0.8 2.9 1.6 0.144
O 0.211416 -1.427758 1.109019 -2.0 0.1 -0.8 -0.113
H 2.981278 -1.648813 -1.153666 -0.7 1.7 0.3 0.151
H 2.630759 1.809768 1.437659 0.6 0.9 0.5 0.107
H 0.415014 -1.562202 -1.350161 -0.2 -1.5 -1.0 0.103
H 0.217896 1.784577 1.092845 -0.4 0.5 0.4 0.102
H -3.570418 -1.024515 0.265498 0.9 0.7 -0.4 0.109
H -4.236678 0.555341 0.268389 -0.3 0.3 -0.3 0.082
H -3.604419 -0.114307 -1.312894 -0.1 0.1 1.2 0.111
H -1.403482 -0.794227 -1.060363 1.1 1.0 0.8 0.169
H 1.002069 -1.510497 1.597569 1.8 -0.1 0.9 -0.005
```
Forces are in eV/Å.

=====

No. 2
Here is an isolated molecule of C8H9NO4 from the OMol25 dataset. Energies are from ωB97M-V with the def2-TZVPD basis set.

Summary:
- E_LUMO (eV) = 0.41
- structure (SMILES) = CN1COC(=O)[C@H]1C#CCC(=O)O
- multiplicity = 1
- HOMO energy (eV) = -9.082
- relative energy (zero: lowest compared OMol25 entry of this formula, charge and spin) (kcal per mole) = 37.4

```
22
Properties=species:S:1:pos:R:3:forces:R:3:lowdin_charge:R:1
C -2.114688 1.680182 -0.351473 -1.0 -0.6 1.9 -0.091
N -1.228953 0.556226 -0.365091 0.5 0.3 0.0 -0.163
C -1.743870 -0.372056 -1.363542 0.6 0.2 0.9 -0.153
O -2.003666 -1.592135 -0.698880 -1.3 -1.0 0.6 0.064
C -1.872695 -1.517328 0.650098 2.4 3.1 -0.5 -0.396
O -2.070591 -2.316552 1.480510 -1.0 -1.5 0.3 0.170
C -1.050853 -0.114240 0.918023 -0.9 -2.8 -2.9 -0.178
C 0.319918 -0.509606 1.020137 0.8 -0.7 -0.1 0.047
C 1.427318 -0.909635 0.793996 -0.5 -0.1 1.0 0.012
C 2.867477 -1.002257 0.686725 -1.3 2.3 3.8 -0.088
C 3.299451 0.134165 -0.151495 3.6 0.2 -1.2 -0.570
O 4.321187 0.058505 -0.822498 -1.1 0.2 0.4 0.082
O 2.566383 1.211481 -0.074810 -0.2 3.5 -1.9 0.098
H -1.873852 2.253345 0.537683 0.2 0.7 -0.3 0.087
H -1.963748 2.194683 -1.285261 -0.6 0.6 -0.1 0.091
H -3.166115 1.293658 -0.128231 0.6 0.9 -0.8 0.118
H -2.619719 0.159392 -1.741880 -0.4 -1.0 -0.4 0.117
H -1.070223 -0.634919 -2.161622 0.4 0.2 -0.3 0.131
H -1.420056 0.311336 1.791832 -0.9 1.3 1.2 0.133
H 3.317805 -1.014159 1.774446 -0.6 0.4 -2.1 0.189
H 3.195283 -1.837698 0.247996 1.2 -3.3 -1.7 0.079
H 2.884212 1.967612 -0.756662 -0.6 -2.8 2.2 0.220
```
Forces are in eV/Å.

=====

No. 3
Here is a structure of composition C8H9NO6Pt from the OMol25 dataset. Energies are from ωB97M-V with the def2-TZVPD basis set.

Summary:
- E_LUMO (alpha / beta) (eV) = -7.50 / -10.37
- charge = +2
- multiplicity = 3
- HOMO energy (alpha / beta) (eV) = -15.678 / -16.404
- relative energy (zero: lowest compared OMol25 entry of this formula, charge and spin) (kcal per mole) = 0.0

```
25
Properties=species:S:1:pos:R:3:forces:R:3:lowdin_charge:R:1
Pt -0.039810 1.293081 -0.186020 0.5 -1.0 -0.1 1.242
C -0.038535 1.984118 1.685025 -0.6 0.9 6.3 -0.104
O -0.120665 2.098338 2.838138 0.4 -0.3 -5.1 0.231
C 0.213525 2.943187 -1.130916 -0.3 6.3 -3.1 -0.214
O 0.110924 4.008106 -1.567063 0.5 -3.9 1.6 0.219
C -2.000588 1.033033 -0.298977 -4.5 -0.7 0.6 -0.163
O -3.115301 0.946005 -0.049882 3.1 0.4 -0.9 0.216
C 1.990727 0.924770 -0.023260 4.3 0.6 -1.2 -0.207
O 3.104177 1.194863 -0.221155 -3.8 -1.0 0.9 0.200
C -0.044006 -0.051760 -3.623396 0.0 -0.5 0.6 -0.056
H 0.901169 -0.608288 -3.489969 -0.6 0.3 -0.2 0.070
H -0.979045 -0.622102 -3.480608 0.6 0.4 -0.2 0.067
C -0.049379 1.244434 -3.965523 0.0 0.7 0.3 -0.056
H -0.987958 1.806479 -4.116440 0.6 -0.4 0.0 0.078
H 0.890886 1.803233 -4.119123 -0.6 -0.4 0.0 0.078
N -0.893143 -2.398624 2.691603 0.3 -0.5 0.1 0.207
C 0.547213 -2.367326 2.275837 0.7 0.2 -0.2 -0.002
C 0.723477 -1.107451 1.436564 1.6 0.8 -0.5 -0.531
O 1.881654 -0.729071 1.069822 -2.2 -1.2 1.0 0.027
O -0.391153 -0.530875 1.193844 0.7 -0.4 -0.2 -0.172
H -1.123564 -1.728684 3.437570 0.1 -0.1 -0.3 0.191
H -1.135959 -3.328943 3.012740 -0.2 -0.4 0.3 0.181
H -1.447185 -2.194053 1.853078 -0.1 0.2 0.3 0.166
H 1.240121 -2.369242 3.128851 -0.4 0.0 -0.1 0.166
H 0.762419 -3.243227 1.649260 -0.1 0.2 0.2 0.165
```
Forces are in eV/Å.

=====

No. 4
Here is an isolated molecule of C8H9NS2 from the OMol25 dataset. Energies are from ωB97M-V with the def2-TZVPD basis set.

Summary:
- E_LUMO (eV) = 0.74
- structure (SMILES) = c1ccc(C2CSSC2)nc1
- multiplicity = 1
- HOMO energy (eV) = -7.955
- relative energy (zero: lowest compared OMol25 entry of this formula, charge and spin) (kcal per mole) = 0.0

```
20
Properties=species:S:1:pos:R:3:forces:R:3:lowdin_charge:R:1
C -1.140233 2.126072 2.552415 0.1 -0.8 -0.8 -0.052
C -1.927693 0.958042 2.500279 1.3 0.9 0.1 -0.050
C -1.449166 -0.100312 1.753770 0.6 0.9 -0.3 -0.033
C -0.245818 -0.000316 1.049495 0.3 1.0 0.9 -0.273
C 0.233321 -1.201772 0.278510 -0.6 0.4 -0.8 -0.383
C 1.644820 -1.062688 -0.310397 0.5 0.8 0.3 -0.473
S 1.670068 -0.701408 -2.138172 -0.5 -0.3 0.7 0.486
S -0.332590 -0.192650 -2.148532 -0.1 0.2 -0.3 0.500
C -0.742056 -1.424773 -0.905629 0.0 -0.9 -0.3 -0.531
N 0.493925 1.121976 1.101612 -0.2 -1.6 -0.5 0.111
C 0.046555 2.132361 1.817456 -0.1 0.7 0.1 -0.143
H -1.439682 3.026672 3.045327 -0.2 0.2 0.4 0.091
H -2.819045 0.875135 3.088145 -0.4 0.0 0.0 0.100
H -2.001396 -0.983332 1.646150 -0.8 -1.2 0.1 0.096
H 0.172988 -2.060566 0.950465 0.1 -0.1 -0.1 0.143
H 2.145796 -0.201950 0.179426 -0.2 -0.8 -0.2 0.065
H 2.197851 -1.988217 -0.183343 0.2 0.0 0.0 0.067
H -0.510962 -2.429592 -1.302088 -0.4 0.3 -0.1 0.081
H -1.832578 -1.343301 -0.702172 0.8 0.0 0.2 0.087
H 0.711527 2.996547 1.738679 -0.5 0.1 0.4 0.111
```
Forces are in eV/Å.

=====

Number 1: DFT total energy -16070.563 eV. Number 2: DFT total energy -18118.713 eV. Number 3: DFT total energy -25443.429 eV. Number 4: DFT total energy -31602.528 eV.